Density functional theory data (wB97M-V/def2-TZVPD) for a 2-piece molecular cluster, C2H3P overall at a distorted geometry.

## Properties
**Lowest unoccupied orbital energy (alpha / beta)**: -2.57 / -2.04 eV
**Energy relative to the best compared isomer or geometry (same formula, charge and spin)**: 4.368 eV
**Gap between HOMO and LUMO (alpha / beta)**: 0.2635 / 0.3063 Eh
**Calculated total energy**: -419.10286 Ha
**Largest force on an atom**: 2.4 eV/A

```
! wB97M-V def2-TZVPD RIJCOSX def2/J DEFGRID3
* xyz 0 1
P 2.0404 0.0472 -0.3348
C -0.9657 0.1157 -0.2956
C -2.1526 0.2975 -0.3384
H -3.1849 0.0814 -0.3122
H 1.5587 -0.9650 0.4461
H 2.7041 0.4231 0.8349
*
```

Atomic partial charges in e from the Mulliken method, atoms 1 to 5: 0.12, -0.24, -0.34, 0.30, 0.08

---

Density functional theory data (wB97M-V/def2-TZVPD) for a 2-piece molecular cluster, C2H3P overall at a distorted geometry.

## Properties
**Lowest unoccupied orbital energy**: 0.11 eV
**Energy relative to the best compared isomer or geometry (same formula, charge and spin)**: 2.989 eV
**Gap between HOMO and LUMO**: 0.3237 Eh
**Calculated total energy**: -419.15354 Ha
**Largest force on an atom**: 4.6 eV/A

```
! wB97M-V def2-TZVPD RIJCOSX def2/J DEFGRID3
* xyz 0 1
P -0.8134 -0.1402 2.0564
C -0.0897 0.7258 0.4367
C -0.3462 -0.7129 0.6100
H -0.5196 1.0647 -0.4925
H -0.5128 -2.3143 0.0758
H 0.7851 1.2615 0.5978
*
```

Atomic partial charges in e from the Mulliken method, atoms 1 to 5: -0.06, -0.62, -0.07, 0.23, 0.24

---

Density functional theory data (wB97M-V/def2-TZVPD) for a 2-piece molecular cluster, C2H3P overall at a distorted geometry.

## Properties
**Lowest unoccupied orbital energy (alpha / beta)**: -1.19 / -1.09 eV
**Energy relative to the best compared isomer or geometry (same formula, charge and spin)**: 2.665 eV
**Gap between HOMO and LUMO (alpha / beta)**: 0.3013 / 0.2999 Eh
**Calculated total energy**: -419.16547 Ha
**Largest force on an atom**: 3.7 eV/A

```
! wB97M-V def2-TZVPD RIJCOSX def2/J DEFGRID3
* xyz 0 1
P 0.9220 0.6610 1.1163
C -1.2120 0.1305 -0.9955
C -0.4978 0.3339 -0.0396
H 2.2235 -0.7011 -0.1671
H 0.4104 -0.3756 1.9745
H -1.8461 -0.0486 -1.8886
*
```

Atomic partial charges in e from the Mulliken method, atoms 1 to 5: -0.06, 0.14, -0.46, -0.02, 0.08

---

Density functional theory data (wB97M-V/def2-TZVPD) for one molecule with the formula C2H3P3 at a distorted geometry.

## Properties
**Lowest unoccupied orbital energy**: -0.82 eV
**Energy relative to the best compared isomer or geometry (same formula, charge and spin)**: 0.525 eV
**Structure (SMILES)**: C1=P[PH]#P=C1
**Gap between HOMO and LUMO**: 0.2884 Eh
**Calculated total energy**: -1102.00626 Ha
**Largest force on an atom**: 3.9 eV/A

```
! wB97M-V def2-TZVPD RIJCOSX def2/J DEFGRID3
* xyz 0 1
P 1.1039 0.7084 1.3000
P 0.9132 1.1222 -0.8856
P -0.2001 -0.9554 1.5178
C -0.5382 0.3056 -0.9713
C -1.0092 -0.6490 0.0575
H 2.5332 0.5247 1.2080
H -1.0223 0.2033 -2.0210
H -1.7807 -1.2597 -0.2054
*
```

Atomic partial charges in e from the Mulliken method, atoms 1 to 5: -0.14, -0.07, -0.04, -0.19, -0.30

---

Density functional theory data (wB97M-V/def2-TZVPD) for C2H4 as an isolated structure at a distorted geometry.

## Properties
**Lowest unoccupied orbital energy**: 0.45 eV
**Energy relative to the best compared isomer or geometry (same formula, charge and spin)**: 4.523 eV
**Gap between HOMO and LUMO**: 0.3461 Eh
**Calculated total energy**: -78.40019 Ha
**Largest force on an atom**: 7.2 eV/A

```
! wB97M-V def2-TZVPD RIJCOSX def2/J DEFGRID3
* xyz 0 1
C -0.9329 0.0215 -0.0679
C 1.0413 0.0160 -0.0988
H 1.4703 0.9851 -0.0058
H 1.4985 -0.9389 -0.0248
H -1.3909 0.9752 -0.1350
H -1.3577 -0.9494 -0.1574
*
```

Atomic partial charges in e from the Mulliken method, atoms 1 to 5: -0.62, -0.62, 0.30, 0.31, 0.31

---

Density functional theory data (wB97M-V/def2-TZVPD) for C2H41O19 as an isolated structure at a distorted geometry.

## Properties
**Lowest unoccupied orbital energy**: 1.56 eV
**Energy relative to the best compared isomer or geometry (same formula, charge and spin)**: 3.359 eV
**Gap between HOMO and LUMO**: 0.2610 Eh
**Calculated total energy**: -1530.31956 Ha
**Largest force on an atom**: 8.1 eV/A

```
! wB97M-V def2-TZVPD RIJCOSX def2/J DEFGRID3
* xyz -1 1
O 0.5133 5.2542 -0.7994
O 3.9756 1.4773 0.6661
O -2.0654 0.3572 2.6036
O -0.2414 -4.3669 -2.4495
O 3.0954 0.6963 3.5192
O 3.8797 -1.7574 1.3744
O -2.9862 -1.7305 -2.4594
O 1.0901 0.8508 2.7064
O -1.8602 2.2341 -2.0296
O 0.9352 -2.8638 1.5937
O -4.1459 0.6129 -1.5696
O 3.5855 -1.4122 -1.6700
O -2.4844 2.2923 0.8274
O -0.5437 -1.9344 2.6279
O 1.6435 -0.2355 0.9256
O 0.7506 3.8525 1.8945
O -0.0400 1.0087 -3.5503
O 0.8186 -1.6911 -3.2068
O -2.0043 -3.3120 -0.2311
C -0.5499 -0.5056 -0.1264
C 0.6596 0.3876 0.1987
H -0.0515 -4.1920 -1.5188
H 3.2005 0.8854 0.6544
H -2.7435 3.2174 0.8476
H 0.9659 0.7790 -0.7817
H 0.2006 1.2278 0.7532
H -1.1332 -0.0211 -0.9112
H 0.0205 0.0367 -3.5780
H -1.0654 -1.1175 2.6961
H 0.7920 4.4300 -0.3744
H 2.6253 0.7093 2.6724
H -1.4331 -2.6321 0.1411
H -0.1915 -1.4799 -0.4665
H -1.2248 -0.7251 0.7070
H -3.4320 1.2755 -1.6160
H -2.6067 0.6040 3.3588
H -2.0993 2.1469 -0.0485
H 0.8764 -1.9533 1.2371
H 0.0606 -2.2240 -2.9244
H 1.4477 0.3978 1.9233
H 0.1898 0.5083 2.8054
H -1.6331 3.1655 -1.9602
H 3.5979 -2.6166 1.6978
H -1.1872 -2.6453 2.6890
H 0.4638 2.9381 2.0363
H -1.1186 -4.7586 -2.4383
H -2.7220 -1.6650 -3.3808
H 0.8334 1.3145 -3.8119
H -2.4453 -2.8796 -0.9746
H -4.2848 0.4510 -0.6305
H 2.7449 -1.5631 -2.1135
H -3.4770 -0.9046 -2.2878
H 3.3478 -1.3298 -0.7325
H 1.2469 -2.2247 -3.8846
H -0.3437 5.0543 -1.1824
H 3.7086 2.2075 1.2303
H -0.0487 4.3786 1.9866
H 0.7706 -2.7648 2.5356
H -2.2969 0.9947 1.9002
H 2.5120 1.1625 4.1256
H -1.1471 1.8343 -2.5753
H 3.0543 -1.2361 1.3486
*
```

Atomic partial charges in e from the Mulliken method, atoms 1 to 5: -0.63, -0.73, -0.57, -0.67, -0.72